Formula: CH2N5S
Source: OMol25
Level of theory: ωB97M-V with the def2-TZVPD basis set

The geometry in XYZ format:
```
9
Properties=species:S:1:pos:R:3:mulliken_charge:R:1
S -3.39109 -0.23546 -0.39444 -0.027
N 0.21132 -0.27986 -0.03780 -0.196
N -2.45267 0.47849 0.59178 -0.352
N 2.19691 -1.14658 -0.06902 -0.309
N 0.98194 -1.38829 0.17832 -0.360
N 2.29836 0.14941 -0.45526 -0.473
C 1.05909 0.66982 -0.26967 -0.048
H -1.63782 0.00887 0.83163 0.398
H 0.73396 1.74361 -0.37555 0.367
```

Output
**Highest occupied orbital energy (alpha / beta)**: -4.84 / -4.99 eV
**ΔE to the lowest compared entry with this formula, charge and spin**: 0.0 kJ/mol
**Multiplicity**: 3
**Net charge**: -1
**LUMO level (alpha / beta)**: 3.43 / 2.04 eV
**Kohn-Sham gap (alpha / beta)**: 8.27 / 7.02 eV
**Expectation value of S²**: 2.009



Formula: CH14MgO6
Source: OMol25
Level of theory: ωB97M-V with the def2-TZVPD basis set

The geometry in XYZ format:
```
22
Properties=species:S:1:pos:R:3:mulliken_charge:R:1
Mg 0.51375 -0.12392 0.21099 0.989
O 0.10451 0.26061 2.13993 -0.479
O 2.45633 -0.01497 0.52308 -0.423
O 0.68776 -0.61361 -1.78867 -0.458
O 0.50812 -2.06202 0.56805 -0.406
O -1.53466 -0.03683 -0.10560 -0.217
O 0.56867 1.82960 -0.13026 -0.438
C -2.50734 0.39234 -1.08590 -0.740
H -3.05255 -0.46732 -1.47691 0.323
H 0.22742 2.33183 -0.88775 0.276
H -3.27800 1.01377 -0.62362 0.325
H 0.29574 -2.44735 1.43303 0.281
H 0.04498 -1.03005 -2.38481 0.288
H -2.03342 -0.50235 0.57940 0.305
H 3.10925 0.59610 0.14657 0.301
H 1.34348 -0.19584 -2.37055 0.289
H -2.01337 0.96537 -1.86031 0.265
H 1.07165 2.47382 0.39403 0.305
H 0.79653 -2.81256 0.02295 0.299
H -0.49960 0.98207 2.38620 0.303
H 2.86713 -0.36035 1.33234 0.319
H 0.32361 -0.17835 2.97779 0.292
```

Output
**Highest occupied orbital energy**: -18.57 eV
**ΔE to the lowest compared entry with this formula, charge and spin**: 0.0 kJ/mol
**Net charge**: +2
**LUMO level**: -6.90 eV
**Kohn-Sham gap**: 11.67 eV



Formula: C8H10
Source: OMol25
Level of theory: ωB97M-V with the def2-TZVPD basis set

The geometry in XYZ format:
```
18
Properties=species:S:1:pos:R:3:mulliken_charge:R:1
C 1.01737 -0.12700 -0.12617 0.110
C 0.00639 -1.05987 0.55980 -0.015
C 0.09990 0.90321 -0.77696 -0.163
C 2.36390 -0.12125 -0.03009 -0.850
C -0.93935 -1.29933 -0.57326 -0.895
C -0.86644 0.04808 1.33540 -0.822
C -0.65418 1.42013 0.50052 -0.688
C -0.92152 -0.09584 -1.27804 -0.516
H 2.71119 -0.78390 0.71707 0.274
H -0.03199 2.22793 1.06833 0.284
H 0.39171 -1.78766 1.30867 0.454
H -1.61226 1.93809 0.17306 0.333
H -0.42466 0.06316 2.29710 0.381
H -1.71420 -1.98544 -0.54132 0.493
H 3.03258 0.59258 -0.58859 0.262
H 0.51536 1.67550 -1.43274 0.535
H -1.89506 -0.11041 1.39239 0.381
H -1.60909 0.16132 -2.06121 0.442
```

Output
**Highest occupied orbital energy**: -8.71 eV
**ΔE to the lowest compared entry with this formula, charge and spin**: 272.4 kJ/mol
**Net charge**: 0
**LUMO level**: 1.11 eV
**Kohn-Sham gap**: 9.82 eV
**Structure (SMILES)**: C=C1[C@@H]2C=C[C@H]1CC2



Formula: C4H7FNO
Source: OMol25
Level of theory: ωB97M-V with the def2-TZVPD basis set

The geometry in XYZ format:
```
14
Properties=species:S:1:pos:R:3:mulliken_charge:R:1
F -2.91757 -1.11195 -0.32286 -0.278
O -0.99570 2.21371 -0.46053 -0.482
N -2.15784 1.74947 0.35552 -0.605
C -0.53718 -1.04662 -0.47482 -0.237
C -1.67659 -0.81107 0.19419 -0.116
C 1.89649 -0.63364 -0.41558 -0.894
C 0.65975 -0.53481 0.14222 0.149
H 0.66690 -0.05597 1.13169 0.210
H -1.25126 2.57819 -1.36081 0.247
H -0.68232 -1.18834 -1.55092 0.236
H -1.89358 -0.49911 1.28070 0.202
H 2.11343 -0.97276 -1.43332 0.243
H 2.82540 -0.45521 0.14275 0.228
H -1.70244 1.66713 1.28214 0.098
```

Output
**Highest occupied orbital energy (alpha / beta)**: -1.17 / -1.17 eV
**ΔE to the lowest compared entry with this formula, charge and spin**: 162.6 kJ/mol
**Net charge**: -1
**LUMO level (alpha / beta)**: 4.23 / 4.23 eV
**Kohn-Sham gap (alpha / beta)**: 5.40 / 5.39 eV